(1)
The following is a DFT calculation (ωB97M-V/def2-TZVPD) of a gas-phase ion, C6H8Br2FN2 (charge +1) at a distorted geometry.

The multiplicity is 1. The energy above the lowest of the compared OMol25 structures with the same formula, charge and spin is 0.00 kJ/mol. As for the HOMO energy: -12.4860 eV. The net charge is +1. For the LUMO energy, the calculation gives -4.31 eV. As for the SMILES: N[C@@H]1C(Br)=C(F)C=C(Br)[C@H]1[NH3+]. Its total energy is -152125.874 eV.

Last column: Löwdin charge in e.
Geometry (Å):
C  -1.35271  -2.34598  0.12577  -0.312
C  -0.98087  0.16552  0.31372  -0.351
F  -2.15319  -3.43305  0.05477  0.075
H  1.95578  0.49056  -1.45554  0.122
H  -1.41664  0.81756  -0.35309  0.091
H  0.47963  0.26638  -2.01720  0.157
C  0.05703  -2.56036  0.12347  0.004
C  0.96443  -1.55419  0.01657  -0.593
Br  -3.75381  -0.79507  -0.16928  0.797
C  -1.84650  -1.08532  0.10886  -0.507
H  0.29852  -3.54190  0.14837  0.101
H  -1.95663  1.45206  1.47674  0.088
N  -1.25989  0.73068  1.63363  0.072
N  0.98260  0.68668  -1.26654  0.239
H  -1.49660  0.06612  2.36612  0.105
H  1.02775  0.48957  0.91187  0.174
H  0.89890  1.71972  -1.13928  0.197
Br  2.89123  -1.80238  0.04565  0.785
C  0.60256  -0.12339  0.02889  -0.245

(2)
The following is a DFT calculation (ωB97M-V/def2-TZVPD) of 17 unconnected molecules or ions with the total composition C20H74O27 at a distorted geometry.

The multiplicity is 1. The energy above the lowest of the compared OMol25 structures with the same formula, charge and spin is 320.09 kJ/mol. As for the HOMO energy: -9.7199 eV. For the LUMO energy, the calculation gives -0.01 eV. Its total energy is -77217.043 eV.

Last column: Löwdin charge in e.
Geometry (Å):
O  5.16620  1.51548  -2.30137  -0.031
H  0.82467  2.16336  4.81161  0.129
H  1.09950  -5.26199  -5.08530  0.090
H  1.72455  7.45555  1.14399  0.115
H  3.10136  5.30370  1.70664  0.118
H  -0.39580  -1.77667  3.50554  0.009
H  -1.35859  -0.22630  0.84724  0.110
H  3.20650  2.23358  2.65598  0.109
H  -1.92198  5.46248  -0.11479  0.022
C  2.83987  2.12893  3.67712  -0.227
O  -4.81568  -2.02050  1.29823  -0.049
H  1.89038  7.08543  -1.24307  0.080
H  -0.51439  -4.61251  1.55190  0.115
H  -3.12649  -2.92031  5.53388  0.120
C  4.42567  -0.15382  -0.55968  -0.233
H  2.48811  4.13786  -0.20265  0.053
C  -0.52155  -6.56054  0.50394  -0.235
H  -1.79857  2.50849  -1.40202  0.002
O  2.50161  3.38690  -2.23348  -0.095
H  -1.18862  -0.37725  -0.96908  0.120
O  -4.93581  -4.88964  -2.83376  -0.059
H  0.41405  2.73736  -0.42019  0.070
H  0.90879  0.49451  -0.96567  0.098
H  -5.22787  -3.67908  -1.27319  0.115
H  -3.18856  2.11357  -1.85350  0.052
H  -3.92023  -4.70810  -0.96070  0.109
H  5.38165  1.70303  -0.39740  0.127
O  2.12777  4.02678  0.68019  -0.095
H  -2.27139  2.82252  3.10871  0.072
H  3.43299  -1.73776  -1.10281  0.107
H  3.97088  3.98176  -4.02782  0.116
H  4.63244  1.03535  -2.93869  0.061
H  -3.17113  -0.34080  5.57333  0.134
H  5.41655  -0.60041  -0.64209  0.126
O  -0.97263  1.01023  -3.98878  -0.034
H  1.88883  -4.07762  -3.36707  0.119
O  -1.55341  -0.48267  4.24003  -0.080
H  2.96906  0.22919  -2.55009  -0.006
H  0.69895  -2.81330  3.64269  0.064
H  -5.31826  -0.58537  -0.09564  0.129
H  0.25804  -2.03853  -2.71377  0.112
H  -3.41916  -1.36127  4.23361  0.111
H  2.86922  4.87122  -5.11517  0.111
C  -4.22750  0.25192  1.59397  -0.286
H  2.88698  2.01177  -4.60442  0.019
C  -3.23976  -3.16445  -2.27774  -0.237
H  -1.07941  2.01105  2.64761  0.020
C  -2.32230  -2.22544  5.77582  -0.253
H  0.26305  -1.60116  1.27519  0.033
O  0.34606  -2.16052  3.03806  -0.037
H  3.35457  -2.62699  1.11445  0.026
O  1.13910  -1.51846  -4.43936  -0.081
C  -4.53696  -0.85093  0.61651  -0.259
C  -2.64244  -1.04335  4.92912  -0.231
H  -0.55022  1.33522  -4.78389  0.040
C  4.59307  1.28851  -1.02543  -0.238
H  -4.59122  -2.62129  -3.56090  0.070
O  -1.94587  1.92461  3.04512  -0.029
H  -3.58865  -1.09425  0.13734  0.100
O  -0.28709  2.09306  -0.29820  -0.065
O  -2.13460  4.73270  0.46697  -0.061
H  0.98247  0.87912  0.73332  0.115
O  3.49521  -0.81100  -1.34538  -0.063
H  -1.39309  -2.75671  5.56988  0.115
H  4.20414  -0.24606  0.50358  0.109
C  0.30391  0.81451  -0.11725  -0.195
C  1.73250  6.54316  0.54769  -0.221
H  0.13562  -3.53576  -0.24683  0.036
O  0.22444  -4.46525  -0.46990  -0.081
H  1.01583  -5.22858  1.23230  0.106
H  0.95803  3.90232  -3.52303  0.121
H  -1.72166  0.31740  3.73686  0.025
C  1.26490  1.94580  3.83848  -0.202
H  1.27750  3.17538  2.33697  0.038
H  1.44869  5.28362  2.28532  0.123
H  -0.65948  -2.55179  -4.20237  0.120
C  2.06069  5.27961  1.38336  -0.181
H  4.11185  3.53921  4.09131  0.090
O  -5.30984  0.50949  2.42764  -0.037
H  -0.47298  0.22825  -3.75404  -0.008
C  -4.37396  -4.13809  -1.77145  -0.212
H  -2.71102  -2.64725  -1.47708  0.099
H  -2.37039  4.01653  -0.12272  -0.035
H  -1.31858  -2.41387  7.35382  0.080
C  1.97651  4.18454  -3.25626  -0.217
O  2.80399  2.76527  -5.19345  -0.086
H  -5.12481  1.30850  2.92659  0.091
H  -5.54842  -4.37643  -3.36567  0.077
O  2.50269  6.64849  -0.64661  -0.060
O  2.48677  0.71211  -3.22122  -0.044
H  2.48164  2.47722  -2.53956  0.030
C  0.03131  -5.14394  0.77223  -0.233
H  0.10366  -7.16020  -0.15759  0.121
H  2.33995  -2.05035  2.07879  -0.008
H  -3.93943  1.16090  1.06588  0.118
C  0.31311  -2.45363  -3.72014  -0.183
C  2.96444  4.01696  -4.44488  -0.184
H  3.38385  1.26813  4.06597  0.110
O  -3.80224  -2.24810  -3.16112  -0.058
O  -2.16305  -2.00135  7.15814  -0.046
H  1.01335  0.90855  3.61725  0.098
C  0.86325  -3.92432  -3.70290  -0.236
H  3.75678  1.94419  -0.78293  0.101
H  1.81190  0.10155  -3.51786  0.025
H  1.10848  -1.77752  -5.36324  0.100
O  3.27959  -2.19217  1.96389  -0.032
O  0.71188  -4.38605  -5.02141  -0.062
H  -1.90430  -6.53844  -0.84648  0.079
O  0.01517  -1.53879  0.34985  -0.073
O  3.22368  3.28351  4.35085  -0.058
C  -0.69226  -0.39449  0.00118  -0.209
O  -2.70498  2.81574  -1.41839  -0.051
H  -0.48927  -7.02664  1.48872  0.112
O  0.65182  2.84299  2.98476  -0.088
O  -1.88439  -6.52113  0.11316  -0.059
H  -3.33037  0.00735  2.16272  0.080
H  0.69697  6.64758  0.22386  0.107
H  1.96637  5.23472  -2.96452  0.103
H  0.24014  -4.49856  -3.01726  0.093
H  -2.41228  -3.71186  -2.72907  0.100
H  -5.67056  -1.94919  1.72913  0.091